Entry 1:
The following is a DFT calculation (wB97M-V/def2-TZVPD) of a molecular structure, C29H26BrF4GaN2O2P.

Values from the calculation:
2S+1 = 1
Gap between HOMO and LUMO = 8.589 eV
Total charge = +3
LUMO level = -8.771 eV

Cartesian coordinates (Å):
1 Ga 0.47060 0.92593 0.50628
2 C 1.47674 4.82052 1.98647
3 C 0.63650 3.81946 1.27529
4 O 1.07543 2.63413 1.13259
5 N -0.54921 4.18070 0.81835
6 C -1.46968 3.29630 0.10306
7 C -2.10733 2.25611 0.99500
8 C -3.38395 2.40650 1.49507
9 C -3.92062 1.41768 2.31280
10 C -3.16249 0.29470 2.60309
11 C -1.89584 0.19772 2.06609
12 N -1.37199 1.16057 1.28906
13 H 2.52215 4.53123 1.92625
14 H 1.18173 4.84413 3.03839
15 H 1.34082 5.81847 1.57283
16 H -0.82733 5.14225 0.96053
17 H -0.93460 2.83723 -0.73662
18 H -2.24001 3.92200 -0.34193
19 H -3.96188 3.28367 1.23736
20 H -4.92267 1.52214 2.70756
21 H -3.54273 -0.49925 3.22918
22 H -1.27592 -0.67254 2.24108
23 F 0.83100 1.03724 -6.65363
24 C 0.67307 0.64423 -5.41953
25 C 0.01443 -0.54489 -5.14020
26 F -0.45033 -1.29119 -6.11115
27 C -0.13929 -0.94297 -3.81765
28 F -0.73992 -2.10330 -3.57914
29 C 0.33386 -0.18093 -2.75301
30 P 0.14790 -0.83493 -1.08195
31 C 1.33607 -2.15776 -0.87248
32 C 2.67223 -1.79360 -0.66323
33 C 3.65842 -2.76389 -0.65616
34 C 3.31559 -4.09741 -0.85584
35 C 1.99468 -4.45688 -1.08210
36 C 0.99966 -3.49139 -1.10261
37 C -1.54327 -1.36627 -0.82467
38 C -2.57836 -0.67848 -1.46156
39 C -3.89425 -1.01203 -1.18783
40 C -4.18122 -2.01897 -0.27363
41 C -3.15304 -2.69178 0.37281
42 C -1.83197 -2.36421 0.10718
43 C 1.02256 0.99705 -3.06709
44 Br 1.84069 2.06892 -1.73137
45 C 1.18613 1.41388 -4.37254
46 F 1.83278 2.52836 -4.65068
47 H 2.94950 -0.75102 -0.54832
48 H 4.69407 -2.48631 -0.51268
49 H 4.08620 -4.85618 -0.85264
50 H 1.73706 -5.49204 -1.25848
51 H -0.02123 -3.78265 -1.31352
52 H -2.36563 0.08697 -2.19972
53 H -4.69666 -0.50502 -1.70612
54 H -5.20974 -2.28813 -0.07510
55 H -3.37856 -3.48675 1.07063
56 H -1.03797 -2.90037 0.61316
57 C 3.72644 0.04331 2.70565
58 C 2.30650 -0.36918 2.70562
59 C 1.80620 -1.26937 3.76153
60 O 1.54228 0.03688 1.80367
61 H 4.35890 -0.68424 3.20967
62 H 3.78204 0.97495 3.28268
63 H 4.08097 0.25037 1.69766
64 H 2.20916 -0.97198 4.73147
65 H 2.22335 -2.26353 3.56020
66 H 0.72196 -1.32415 3.78491

Mulliken population analysis, charges in e, atoms 1 to 2: 0.764 -1.463


Entry 2:
The following is a DFT calculation (wB97M-V/def2-TZVPD) of a molecular structure, C29H26BrN8O7Ru.

Values from the calculation:
2S+1 = 6
Gap between HOMO and LUMO (alpha / beta) = 7.137 / 5.232 eV
Total charge = +2
LUMO level (alpha / beta) = -6.717 / -8.671 eV

Cartesian coordinates (Å):
1 Ru -0.08620 0.07680 0.48960
2 Br 6.00880 4.79550 0.02530
3 C 4.84050 3.29500 0.06690
4 C 4.36120 2.76580 -1.13260
5 C 3.51090 1.68130 -1.10800
6 C 3.13450 1.11630 0.11650
7 C 3.61070 1.66310 1.31520
8 C 4.46450 2.74600 1.29200
9 N 2.31070 -0.00510 0.16310
10 C 2.79000 -1.17920 0.03970
11 C 1.97080 -2.35920 0.22450
12 C 2.46870 -3.63180 -0.05430
13 C 1.69100 -4.73750 0.25220
14 C 0.45760 -4.53530 0.85060
15 C 0.01860 -3.23200 1.06180
16 N 0.74080 -2.17280 0.73670
17 H 4.67690 3.19550 -2.07210
18 H 3.15010 1.25200 -2.03060
19 H 3.32200 1.21780 2.25500
20 H 4.84580 3.16070 2.21300
21 H 3.85300 -1.33420 -0.15490
22 H 3.44810 -3.73930 -0.49410
23 H 2.05410 -5.73270 0.04870
24 H -0.15320 -5.36600 1.16350
25 H -0.93590 -3.05640 1.53850
26 N 0.21580 2.03440 -0.64650
27 C 0.53580 3.14760 -0.77220
28 N 0.88600 4.36810 -0.92560
29 C 0.23190 5.26870 -1.86560
30 C -0.49410 6.38150 -1.10170
31 C 0.48600 7.11040 -0.19040
32 C 1.19270 6.13410 0.74120
33 C 1.85780 5.00170 -0.04580
34 H -0.45870 4.70970 -2.50010
35 H 1.00940 5.71590 -2.49430
36 H -1.31490 5.94870 -0.52480
37 H -0.91760 7.07640 -1.82610
38 H -0.04950 7.84760 0.40670
39 H 1.21510 7.64640 -0.79870
40 H 0.48620 5.70310 1.45100
41 H 1.95820 6.65360 1.31460
42 H 2.27620 4.26200 0.63940
43 H 2.65450 5.41030 -0.67470
44 O -1.31660 6.76690 3.59850
45 N -2.26180 6.24930 3.05680
46 O -3.31890 6.75780 2.79430
47 C -2.07380 4.86300 2.63500
48 C -3.00080 4.27800 1.77580
49 C -2.79860 2.98750 1.34200
50 C -1.73960 2.16460 1.86330
51 O -1.68800 0.92940 1.64490
52 C -0.71680 2.88300 2.58740
53 C -0.90570 4.19880 2.98270
54 N 0.55200 2.28130 2.72380
55 O 1.51910 3.01520 2.86550
56 O 0.67430 1.05190 2.56250
57 N -3.57220 2.46940 0.24100
58 O -4.47910 3.14490 -0.16850
59 O -3.19340 1.42510 -0.26320
60 H -3.85540 4.83700 1.41490
61 H -0.15110 4.71340 3.56790
62 C -4.16730 -1.27670 -1.73690
63 C -3.87890 -1.53150 -0.40470
64 C -2.58250 -1.34140 0.03810
65 N -1.60600 -0.94330 -0.77410
66 C -1.86970 -0.70260 -2.05300
67 C -3.14400 -0.86270 -2.57510
68 H -5.17520 -1.38970 -2.10820
69 H -4.64120 -1.84900 0.28900
70 H -2.32360 -1.49700 1.08350
71 H -1.03860 -0.39500 -2.67820
72 H -3.32950 -0.64950 -3.61450

Mulliken population analysis, charges in e, atoms 1 to 2: 1.131 -0.063


Entry 3:
The following is a DFT calculation (wB97M-V/def2-TZVPD) of a molecular structure, C29H26F6IrN5O5S3.

Values from the calculation:
2S+1 = 1
Gap between HOMO and LUMO = 7.881 eV
Total charge = 0
LUMO level = 0.049 eV

Cartesian coordinates (Å):
1 Ir -1.47312 0.32094 -0.55192
2 C 2.35083 -2.68888 1.51182
3 C 3.48588 -1.80926 1.96422
4 C 4.41530 -2.27496 2.89022
5 C 5.49834 -1.50469 3.28580
6 C 5.66954 -0.23211 2.76249
7 C 4.75063 0.25957 1.84991
8 C 3.66823 -0.51732 1.45406
9 N 2.78940 0.01368 0.46609
10 C 1.42714 0.06185 0.58915
11 N 0.99003 0.12101 1.84604
12 C -0.32436 0.12240 2.31412
13 C -1.41641 0.06499 1.45953
14 C -2.68104 0.04686 2.05952
15 C -2.84808 0.10467 3.43127
16 C -1.73520 0.17786 4.25350
17 C -0.46402 0.18286 3.71140
18 C 0.74376 0.26393 4.61072
19 N 0.64124 0.08041 -0.44913
20 C 1.30849 -0.04210 -1.72397
21 C 1.22324 -1.26127 -2.39195
22 C 1.84050 -1.43629 -3.61573
23 C 2.56895 -0.39377 -4.17263
24 C 2.65871 0.81193 -3.50595
25 C 2.03044 1.01845 -2.27786
26 C 2.14417 2.35935 -1.60573
27 H 2.59772 -3.73568 1.68113
28 H 2.14134 -2.55038 0.44998
29 H 1.42879 -2.46931 2.05542
30 H 4.29210 -3.27337 3.29303
31 H 6.21439 -1.90354 3.99232
32 H 6.51410 0.37479 3.06046
33 H 4.86615 1.24995 1.42732
34 H 3.14965 0.13260 -0.46807
35 H 1.71242 0.16004 2.54641
36 H -3.56037 -0.00165 1.43349
37 H -3.84144 0.10224 3.86183
38 H -1.85938 0.23615 5.32830
39 H 0.42794 0.30799 5.65096
40 H 1.33655 1.16236 4.41183
41 H 1.39680 -0.60903 4.50570
42 H 0.64914 -2.06043 -1.94358
43 H 1.74205 -2.37931 -4.13709
44 H 3.05922 -0.52063 -5.12896
45 H 3.20650 1.63414 -3.95179
46 H 1.82354 3.14152 -2.29447
47 H 3.17938 2.57241 -1.32599
48 H 1.52365 2.42391 -0.71721
49 F -3.84800 1.65487 -3.78446
50 C -2.71570 1.86442 -4.43797
51 F -2.73201 1.09406 -5.53475
52 F -2.61399 3.12322 -4.82881
53 S -1.22543 1.26601 -3.48729
54 O -1.63040 -0.04111 -2.99563
55 O -0.18133 1.31937 -4.45744
56 N -0.90219 2.22076 -2.23868
57 S -1.94037 3.13922 -1.46695
58 O -2.24731 2.57888 -0.15663
59 O -2.99360 3.66183 -2.27541
60 C -0.86526 4.57972 -1.05418
61 F -0.21293 5.02618 -2.12221
62 F -1.61495 5.55710 -0.55718
63 F 0.03140 4.22346 -0.12932
64 O -3.58145 -0.09940 -0.81980
65 N -4.11790 -1.26932 -0.58717
66 C -5.45575 -1.34160 -0.39988
67 C -6.06809 -2.54052 -0.17473
68 C -5.28871 -3.70565 -0.15064
69 C -3.93290 -3.60050 -0.32196
70 C -3.33756 -2.34584 -0.52240
71 S -1.65731 -2.11447 -0.63862
72 H -5.96744 -0.39304 -0.45579
73 H -7.13631 -2.56969 -0.02302
74 H -5.74601 -4.67065 0.01737
75 H -3.28132 -4.46221 -0.29248

Mulliken population analysis, charges in e, atoms 1 to 2: 2.125 -1.129


Entry 4:
The following is a DFT calculation (wB97M-V/def2-TZVPD) of a molecular structure, C29H26N2NdO13S2.

Values from the calculation:
2S+1 = 4
Gap between HOMO and LUMO (alpha / beta) = 7.125 / 7.147 eV
Total charge = -1
LUMO level (alpha / beta) = 1.851 / 1.851 eV

Cartesian coordinates (Å):
1 Nd -0.45111 -0.22547 -0.73381
2 C -1.65037 -1.41106 3.53758
3 C -0.64883 -1.44801 2.40213
4 O -1.08218 -1.36935 1.24787
5 C 0.75974 -1.58266 2.69558
6 C 1.21185 -1.90405 3.98809
7 C 2.54478 -2.02628 4.28403
8 C 3.48963 -1.80008 3.26733
9 C 3.09335 -1.47751 2.00033
10 C 1.71316 -1.36524 1.64045
11 O 1.39526 -1.09231 0.44025
12 H -2.61653 -1.13676 3.12014
13 H -1.35398 -0.67895 4.28713
14 H -1.72909 -2.39296 4.00745
15 H 0.48337 -2.08007 4.77063
16 H 2.86500 -2.29190 5.28293
17 H 4.54606 -1.88004 3.49819
18 H 3.81076 -1.30081 1.20753
19 O -2.50607 -2.14866 -3.73574
20 S -2.16804 -1.03109 -2.88569
21 O -0.85607 -0.45943 -3.18317
22 O -2.28714 -1.31575 -1.44950
23 C -3.47321 0.17610 -3.13396
24 C -4.38116 -0.06118 -4.15385
25 C -5.52236 0.71617 -4.26795
26 C -5.76792 1.71719 -3.33898
27 C -4.85215 1.96753 -2.32914
28 C -3.69829 1.20576 -2.22314
29 S -2.48581 1.72530 -0.98423
30 O -2.50848 0.78476 0.13394
31 O -2.87781 3.06818 -0.64054
32 O -1.20739 1.63989 -1.69836
33 H -4.17293 -0.87910 -4.82986
34 H -6.22707 0.52701 -5.06725
35 H -6.66778 2.31516 -3.40459
36 H -4.99568 2.76703 -1.61534
37 O 1.55978 0.36348 -1.97876
38 C 2.87105 -0.04930 -2.30900
39 C 2.94998 -1.56627 -2.19975
40 C 1.83723 -2.25600 -3.02559
41 C 1.10501 -3.26157 -2.18407
42 C 1.48853 -4.60079 -2.17427
43 C 0.82915 -5.49056 -1.34694
44 C -0.21929 -5.02481 -0.57049
45 C -0.54108 -3.68001 -0.63755
46 N 0.11665 -2.80867 -1.40376
47 H 1.58549 1.30576 -1.62214
48 H 3.59765 0.40024 -1.62404
49 H 3.11379 0.27793 -3.32880
50 H 2.80737 -1.80985 -1.14797
51 H 3.93969 -1.91702 -2.50242
52 H 2.25018 -2.74040 -3.91130
53 H 1.11095 -1.51115 -3.34188
54 H 2.30250 -4.92815 -2.80796
55 H 1.13005 -6.53033 -1.31040
56 H -0.77392 -5.69298 0.07361
57 H -1.36322 -3.27897 -0.06027
58 O 1.55212 2.64884 -0.75939
59 C 0.97937 2.51639 0.34515
60 O 0.28350 1.54328 0.72289
61 C 1.21974 3.63057 1.35037
62 C 2.25833 4.52854 1.12785
63 C 2.52702 5.53913 2.04010
64 C 1.75182 5.66866 3.17740
65 C 0.71712 4.76615 3.39041
66 C 0.44681 3.74326 2.49453
67 N -0.09436 4.90414 4.59352
68 O 0.05931 5.90571 5.27667
69 O -0.88939 4.02252 4.85615
70 H 2.84397 4.41342 0.22683
71 H 3.34233 6.22796 1.86322
72 H 1.93436 6.44941 3.90006
73 H -0.35509 3.04013 2.67146

Mulliken population analysis, charges in e, atoms 1 to 2: 0.631 -2.111


Entry 5:
The following is a DFT calculation (wB97M-V/def2-TZVPD) of a molecular structure, C29H27AsCl5MnNO6P.

Values from the calculation:
2S+1 = 2
Gap between HOMO and LUMO (alpha / beta) = 8.011 / 8.289 eV
Total charge = +1
LUMO level (alpha / beta) = -2.443 / -2.170 eV

Cartesian coordinates (Å):
1 Mn 0.45442 0.97231 0.81407
2 Cl -3.83180 0.16195 6.50060
3 C -2.98503 0.67799 5.10108
4 C -1.87986 -0.03593 4.64974
5 Cl -1.34957 -1.44317 5.47592
6 C -1.20775 0.39658 3.51554
7 Cl 0.18483 -0.46067 2.93012
8 C -1.59822 1.52345 2.78154
9 O -0.96372 1.90857 1.70787
10 C -2.71491 2.22841 3.25953
11 Cl -3.21138 3.61078 2.37439
12 C -3.39492 1.81869 4.39779
13 Cl -4.75292 2.70244 4.95016
14 N 5.50578 -0.26219 2.31275
15 C 4.42730 -0.83679 1.51867
16 C 3.27098 0.14606 1.45239
17 O 2.26921 -0.06824 0.78505
18 O 3.39767 1.22019 2.18073
19 H 6.32164 -0.04342 1.75721
20 H 5.79535 -0.85554 3.07731
21 H 4.27282 1.10686 2.64701
22 H 4.03114 -1.75196 1.95970
23 H 4.71884 -1.09039 0.49939
24 C -3.83450 0.30403 -3.72712
25 C -4.19796 -0.05284 -2.43432
26 C -3.22442 -0.38274 -1.50525
27 C -1.88168 -0.34632 -1.86386
28 C -1.51710 0.01395 -3.15618
29 C -2.49597 0.33138 -4.08803
30 As -0.50608 -0.77544 -0.56694
31 C -1.19535 -2.31865 0.35792
32 C -2.16944 -2.36000 1.34162
33 C -2.51436 -3.57757 1.91121
34 C -1.87691 -4.73884 1.49653
35 C -0.89108 -4.69740 0.51947
36 C -0.54002 -3.48435 -0.05851
37 C 0.50461 -3.28359 -1.08858
38 C 1.30365 -4.27352 -1.64593
39 C 2.26512 -3.93826 -2.59093
40 C 2.44702 -2.61923 -2.98161
41 C 1.65797 -1.61877 -2.42799
42 C 0.68891 -1.95672 -1.49910
43 H -4.59536 0.55190 -4.45535
44 H -5.24167 -0.08418 -2.15119
45 H -3.51861 -0.67775 -0.50505
46 H -0.47214 0.02575 -3.44124
47 H -2.20969 0.59228 -5.09905
48 H -2.65201 -1.44893 1.67946
49 H -3.27406 -3.62036 2.68048
50 H -2.14894 -5.68630 1.94306
51 H -0.40160 -5.61339 0.21445
52 H 1.18218 -5.30802 -1.35104
53 H 2.88009 -4.71491 -3.02667
54 H 3.20083 -2.37196 -3.71782
55 H 1.80102 -0.58435 -2.72070
56 C -0.02563 3.11929 -3.48305
57 O 0.77866 2.45502 -2.49519
58 P 0.65903 2.71963 -0.91968
59 O 0.40889 4.30093 -0.92583
60 C -0.20395 4.93205 0.22201
61 O 2.18754 2.53265 -0.46145
62 C 3.41019 2.90838 -1.10578
63 H 0.39948 2.85338 -4.44657
64 H 0.01012 4.19725 -3.34677
65 H -1.05571 2.76872 -3.43308
66 H -0.83373 5.73375 -0.15188
67 H 0.57314 5.35486 0.85604
68 H -0.80077 4.22026 0.79276
69 H 4.02619 3.43974 -0.38526
70 H 3.21784 3.54891 -1.96573
71 H 3.91636 2.00429 -1.44085

Mulliken population analysis, charges in e, atoms 1 to 2: 0.349 -0.182


Entry 6:
The following is a DFT calculation (wB97M-V/def2-TZVPD) of a molecular structure, C29H27BGeI2NO3V.

Values from the calculation:
2S+1 = 1
Gap between HOMO and LUMO (alpha / beta) = 4.683 / 4.684 eV
Total charge = +2
LUMO level (alpha / beta) = -8.888 / -8.888 eV

Cartesian coordinates (Å):
1 V -3.11666 -0.51764 -0.14211
2 I -4.57536 0.40368 -2.32504
3 I -5.96759 0.75654 -0.05623
4 C -4.67686 4.80228 0.24251
5 C -3.94607 4.22530 -0.78787
6 C -3.08044 3.17739 -0.52052
7 C -2.94734 2.70165 0.78348
8 C -3.66843 3.29663 1.81651
9 C -4.51950 4.35441 1.54354
10 Ge -1.71959 1.18716 1.21734
11 C -1.95319 0.46072 3.05294
12 C -3.21204 0.02713 3.47436
13 C -3.37317 -0.49538 4.74478
14 C -2.28766 -0.58081 5.60420
15 C -1.04307 -0.12424 5.20051
16 C -0.86964 0.38384 3.92287
17 C 0.14333 1.45270 0.58342
18 C 0.49655 2.62767 -0.07536
19 C 1.79919 2.81631 -0.50252
20 C 2.74805 1.83215 -0.28243
21 C 2.40119 0.65595 0.36856
22 C 1.10186 0.46405 0.80440
23 H -5.36344 5.60657 0.03049
24 H -4.04944 4.59574 -1.79550
25 H -2.48305 2.74144 -1.32057
26 H -3.54190 2.94889 2.83388
27 H -5.06128 4.82747 2.34794
28 H -4.07211 0.10677 2.81110
29 H -4.34507 -0.82679 5.07263
30 H -2.41085 -1.00041 6.58995
31 H -0.20585 -0.16207 5.87987
32 H 0.10241 0.74235 3.60535
33 H -0.24244 3.40204 -0.23553
34 H 2.07352 3.73148 -1.00608
35 H 3.76631 1.98340 -0.60660
36 H 3.14795 -0.10319 0.54915
37 H 0.82250 -0.45101 1.31906
38 C 5.00579 -3.35368 -2.86260
39 C 4.09358 -2.13784 -3.00133
40 C 4.78143 -0.93719 -2.30979
41 C 3.95424 -1.81453 -4.50171
42 C 2.74028 -2.30961 -2.35539
43 C 2.41402 -3.46465 -1.60834
44 C 1.22459 -3.61615 -0.92440
45 C 0.32233 -2.56568 -0.99676
46 O -0.88184 -2.39179 -0.40843
47 B -1.35832 -1.16707 -0.84003
48 O -0.45562 -0.57074 -1.68696
49 C 0.60714 -1.42443 -1.78140
50 C 1.79990 -1.27275 -2.44471
51 H 5.95425 -3.13928 -3.34891
52 H 4.57794 -4.22789 -3.34780
53 H 5.21140 -3.58321 -1.82006
54 H 5.77703 -0.80700 -2.72357
55 H 4.87391 -1.13076 -1.24427
56 H 4.22303 -0.01834 -2.45634
57 H 4.94410 -1.68271 -4.93027
58 H 3.38528 -0.90843 -4.68587
59 H 3.47104 -2.64280 -5.01434
60 H 3.11500 -4.28049 -1.55048
61 H 1.00690 -4.51466 -0.36993
62 H 1.99073 -0.37953 -3.01403
63 O -2.64112 -3.43798 2.56614
64 C -2.87810 -2.58754 1.83876
65 N -3.12973 -1.68347 1.08037

Mulliken population analysis, charges in e, atoms 1 to 2: 0.605 0.029


These records have relative energy (zero: lowest compared OMol25 entry of this formula, charge and spin) values of 20.0; 0.0; 221.9; 34.4; 0.0; 112.1 kJ/mol, in the order they appear.
These records have largest force on an atom values of 0.3; 2.5; 6.2; 4.2; 0.9; 3.4 eV Å⁻¹, in the order they appear.
These records have E_tot values of -180123.9971; -129347.7497; -99831.4808; -97046.0918; -208342.0511; -137209.0490 eV, in the order they appear.